[1]
Molecular formula: C36H33BN13O7W
Method: DFT, ωB97M-V/def2-TZVPD

Geometry as XYZ:
```
91
Properties=species:S:1:pos:R:3
W -1.0918 0.3126 -0.4131
C -0.8553 4.4725 0.3821
C -0.2019 3.3177 -0.0005
N -0.8715 2.2524 0.4605
N -1.9786 2.7038 1.1095
C -1.9778 4.0362 1.0789
B -2.8901 1.7085 1.9250
N -3.6757 0.7232 1.0027
C -4.9940 0.4978 0.9623
C -5.2411 -0.5998 0.1579
C -3.9942 -1.0221 -0.2706
N -3.0466 -0.2434 0.2644
N -1.8375 0.8119 2.6455
C -1.6813 0.3475 3.8923
C -0.7123 -0.6357 3.8949
C -0.3285 -0.7457 2.5691
N -1.0157 0.1166 1.8186
N -3.8507 2.4900 2.7672
C -4.1779 2.5357 4.0909
C -5.2322 3.3914 4.2362
C -5.5065 3.8362 2.9276
N -4.6858 3.2958 2.0495
H -0.5574 5.4892 0.1976
H 0.7021 3.1839 -0.5692
H -2.7630 4.5962 1.5560
H -5.6732 1.1298 1.5089
H -6.1948 -1.0416 -0.0699
H -3.7219 -1.8425 -0.9056
H -2.2392 0.7435 4.7188
H -0.3347 -1.1863 4.7382
H 0.4206 -1.3867 2.1355
H -3.6557 1.9806 4.8466
H -5.7351 3.6629 5.1484
H -6.2677 4.5266 2.5989
O -2.4134 1.3887 -1.3428
N -1.2609 1.6529 -2.0626
N -1.2351 0.5995 -2.9704
O -1.2127 -0.5382 -2.2937
C -1.2232 0.6955 -4.3219
C -1.1525 -0.4775 -5.1006
C -1.1600 -0.3554 -6.4687
C -1.2295 0.9080 -7.0633
C -1.2948 2.0634 -6.2826
C -1.2940 1.9753 -4.9108
H -1.1143 -1.4424 -4.6159
H -1.1184 -1.2405 -7.0881
H -1.2379 0.9910 -8.1416
H -1.3542 3.0325 -6.7581
H -1.3553 2.8524 -4.2822
O -2.1095 -3.0341 0.4660
C -0.9658 -2.7378 0.3069
O -0.5647 -1.5364 -0.2124
C 0.1818 -3.6387 0.6102
C -0.0932 -4.9902 0.8021
C 0.9335 -5.8808 1.0704
C 2.2236 -5.3953 1.1538
C 2.5213 -4.0532 0.9999
C 1.4922 -3.1753 0.7192
N 3.3406 -6.3369 1.4108
O 3.0526 -7.4693 1.7079
O 4.4633 -5.8862 1.3325
H -1.1162 -5.3334 0.7322
H 0.7469 -6.9354 1.2119
H 3.5441 -3.7248 1.1077
H 1.7114 -2.1241 0.5968
C 5.3232 -0.9195 -0.2643
N 3.9796 -0.8144 -0.8191
N 3.0581 0.0690 -0.3262
C 1.8878 -0.1554 -0.9610
O 0.8576 0.5902 -0.6880
C 2.0634 -1.1976 -1.8647
C 3.3871 -1.5934 -1.7370
C 4.1141 -2.7056 -2.4011
C 3.3717 1.1812 0.5204
C 2.8254 1.2300 1.7935
C 3.0797 2.3353 2.5896
C 3.8819 3.3646 2.1136
C 4.4261 3.2995 0.8377
C 4.1636 2.2069 0.0257
H 5.3204 -0.5118 0.7433
H 6.0436 -0.3726 -0.8695
H 5.5991 -1.9707 -0.2254
H 1.3111 -1.6326 -2.4979
H 3.4982 -3.1324 -3.1878
H 4.3429 -3.4949 -1.6797
H 5.0538 -2.3657 -2.8367
H 2.2070 0.4126 2.1472
H 2.6614 2.3889 3.5857
H 4.0867 4.2216 2.7412
H 5.0509 4.1026 0.4716
H 4.5667 2.1525 -0.9788
```

Total charge = +2
Highest occupied orbital energy (spin up / spin down) = -13.69 / -13.69 eV
Expectation value of S² = 0.787
Strongest force on any atom = 0.95 eV/A
Spin multiplicity = 2

=====

[2]
Molecular formula: C36H33F3IN6PRuS2
Method: DFT, ωB97M-V/def2-TZVPD

Geometry as XYZ:
```
83
Properties=species:S:1:pos:R:3
Ru 0.2635 0.1927 -0.1601
N -1.5406 0.6351 -1.9713
N -2.8200 0.2231 -1.5775
C -3.0124 -0.5464 -0.4988
N -4.2504 -0.8807 -0.1846
S -1.6937 -1.1473 0.4397
H -1.6066 1.6033 -2.2706
H -1.2504 0.0843 -2.7760
H -3.6083 0.4839 -2.1559
H -5.0543 -0.6148 -0.7371
H -4.4269 -1.4583 0.6213
I -0.9485 2.3623 0.8096
C 0.2014 4.1273 0.7933
C -0.6300 5.2456 0.8244
C -0.0937 6.5129 0.9319
C 1.2909 6.6539 1.0438
C 2.1368 5.5392 1.0109
C 3.5172 5.7650 1.1578
C 4.4218 4.7117 1.0876
C 3.9404 3.4440 0.8593
C 2.5605 3.1515 0.7185
P 2.3081 1.3285 0.4222
C 3.5390 0.9688 -0.8552
C 3.7763 1.8864 -1.8804
C 4.6838 1.5825 -2.8859
C 5.3566 0.3678 -2.8677
C 5.1129 -0.5523 -1.8543
C 4.1861 -0.2680 -0.8625
C 2.9188 0.7814 2.0447
C 4.2465 0.4239 2.2874
C 4.6545 0.1216 3.5782
C 3.7531 0.1952 4.6328
C 2.4341 0.5615 4.3972
C 2.0151 0.8444 3.1085
C 1.6198 4.2063 0.8338
H -1.7057 5.1329 0.7809
H -0.7456 7.3774 0.9513
H 1.7327 7.6381 1.1520
H 3.8627 6.7776 1.3366
H 5.4839 4.8838 1.1972
H 4.6594 2.6424 0.7718
H 3.2676 2.8454 -1.8894
H 4.8724 2.2973 -3.6766
H 6.0704 0.1300 -3.6464
H 5.6522 -1.4916 -1.8408
H 3.9648 -1.0012 -0.0952
H 4.9696 0.3883 1.4835
H 5.6864 -0.1502 3.7614
H 4.0852 -0.0181 5.6413
H 1.7342 0.6375 5.2200
H 0.9826 1.1214 2.9329
N -0.9171 -3.1213 3.3557
C 0.4002 -3.1893 3.1928
S 1.2083 -2.2138 2.0935
N 1.0019 -4.1074 4.0594
C 2.2639 -4.5787 4.2059
C 3.3029 -4.4404 3.2381
C 4.5335 -4.9564 3.5142
C 4.7734 -5.6373 4.7313
C 3.7428 -5.7982 5.6837
C 2.5077 -5.2952 5.4257
H -1.4458 -2.4708 2.7962
H -1.4298 -3.7179 3.9901
H 0.3696 -4.5031 4.7469
H 3.0954 -3.9771 2.2876
H 5.3238 -4.8880 2.7791
H 5.7499 -6.0662 4.9223
H 3.9353 -6.3200 6.6117
H 1.7103 -5.4095 6.1523
F 3.4790 -2.6329 -5.6077
C 3.4029 -3.2800 -4.4496
F 4.6423 -3.3850 -3.9406
F 2.9299 -4.5028 -4.6568
C 2.5421 -2.5268 -3.4524
C 2.2135 -1.1976 -3.6607
C 1.5212 -0.5353 -2.6710
N 1.1472 -1.1273 -1.5187
C 1.4280 -2.4275 -1.3509
C 2.1289 -3.1569 -2.2920
H 2.4977 -0.6889 -4.5717
H 1.2582 0.5069 -2.7948
H 1.0720 -2.8838 -0.4403
H 2.3479 -4.2020 -2.1175
```

Total charge = +4
Highest occupied orbital energy (spin up / spin down) = -18.27 / -18.26 eV
Expectation value of S² = 6.061
Strongest force on any atom = 0.89 eV/A
Spin multiplicity = 5

=====

[3]
Molecular formula: C36H33F3N3O3S3Se2Ti
Method: DFT, ωB97M-V/def2-TZVPD

Geometry as XYZ:
```
84
Properties=species:S:1:pos:R:3
Ti -0.5474 -0.8040 0.2683
O 6.9010 1.0721 2.3209
C 6.0155 0.7007 1.3945
O 6.3510 0.3884 0.2899
C 4.5576 0.6280 1.7696
C 3.6496 1.2613 0.9220
C 2.2986 1.0107 1.0512
C 1.8705 0.1191 2.0262
C 2.7486 -0.4671 2.9197
C 4.1078 -0.1999 2.7896
N 0.4812 -0.2580 2.0088
C -0.2396 -0.1771 3.0602
C -1.6599 -0.5249 2.9868
C -2.4778 -0.4140 4.0848
C -3.8279 -0.7431 3.9504
C -4.2801 -1.1751 2.7216
C -3.3915 -1.2603 1.6533
N -2.1020 -0.9419 1.7677
H 6.4735 1.3561 3.1400
H 4.0145 1.9108 0.1370
H 1.5857 1.4954 0.3901
H 2.4032 -1.1870 3.6530
H 4.8125 -0.6955 3.4461
H 0.1760 0.1855 3.9982
H -2.0723 -0.0722 5.0282
H -4.5007 -0.6598 4.7937
H -5.3150 -1.4466 2.5660
H -3.7349 -1.5836 0.6814
C -2.3423 -1.7343 -3.1563
Se -2.0214 -2.3492 -1.3401
C -0.7829 -3.7972 -1.7330
C -0.3778 -4.5344 -0.4719
Se -0.1224 -3.4167 1.1268
C -1.6198 -4.0910 2.1612
H -1.4049 -1.5374 -3.6689
H -2.9427 -0.8349 -3.0927
H -2.8953 -2.5318 -3.6455
H 0.0684 -3.3705 -2.2564
H -1.3080 -4.4667 -2.4139
H 0.5628 -5.0575 -0.6303
H -1.1262 -5.2653 -0.1734
H -1.4357 -5.1485 2.3310
H -2.5542 -3.9387 1.6282
H -1.6240 -3.5691 3.1154
O -0.9788 0.6796 -0.3892
C -1.4617 2.1091 -0.7090
C -0.6207 3.0245 0.1189
C 0.1723 4.0535 -0.3053
C 0.7867 4.7641 0.7619
C 0.4460 4.2707 1.9810
S -0.6507 2.9667 1.8477
C -2.9094 2.1084 -0.2948
C -3.5922 3.0767 0.3740
C -4.9837 2.7879 0.5097
C -5.3299 1.6021 -0.0508
S -3.9786 0.8399 -0.7802
C -1.2659 2.2790 -2.1812
C -2.1891 2.7192 -3.0881
C -1.6547 2.8662 -4.3958
C -0.3393 2.5272 -4.4609
S 0.2713 2.0580 -2.9343
H 0.3020 4.3224 -1.3421
H 1.4362 5.6152 0.6212
H 0.7509 4.6233 2.9540
H -3.1365 3.9880 0.7340
H -5.6885 3.4453 0.9970
H -6.3060 1.1459 -0.1071
H -3.2104 2.9642 -2.8352
H -2.2249 3.2148 -5.2437
H 0.3151 2.5441 -5.3187
F 5.5759 -2.3211 -2.9128
C 4.8052 -1.2774 -3.2023
F 4.5588 -1.2663 -4.5102
F 5.4461 -0.1577 -2.8725
C 3.5048 -1.3451 -2.4118
C 2.3104 -0.9327 -2.9805
C 1.1750 -0.9286 -2.2023
N 1.1735 -1.3321 -0.9133
C 2.3427 -1.7592 -0.3814
C 3.5198 -1.7780 -1.0926
H 2.2632 -0.6006 -4.0084
H 0.2322 -0.5784 -2.6039
H 2.3272 -2.0819 0.6503
H 4.4341 -2.1123 -0.6208
```

Total charge = +3
Highest occupied orbital energy = -16.23 eV
Strongest force on any atom = 1.12 eV/A